DFT (wB97M-V/def2-TZVPD) results for a 2-piece molecular cluster, C11H13F5NO5S overall.

```
36
Properties=species:S:1:pos:R:3:forces:R:3
C 3.976 -0.973 -1.024 -5.89 0.26 -3.39
C 2.847 -0.675 -1.649 4.95 -1.43 2.47
C 1.465 -0.246 -2.373 0.97 0.55 1.33
C 1.128 1.344 -2.135 -1.10 -0.80 0.21
C -0.505 1.445 -2.284 1.34 -0.82 -0.49
N -1.061 1.038 -0.950 -2.46 -2.37 -1.22
S -2.547 0.205 -1.098 -1.38 8.84 1.10
O -3.249 0.702 -2.350 1.51 -2.96 1.61
O -3.418 0.648 0.093 2.70 -2.81 -2.30
C -2.414 -1.653 -0.958 0.80 -1.91 1.49
F -1.161 -1.917 -0.245 -3.09 0.30 -1.61
F -3.473 -2.227 -0.173 2.57 1.27 -2.10
C -2.301 -2.457 -2.352 -0.06 -2.75 -1.31
F -0.947 -2.504 -2.886 -4.11 0.59 1.36
F -3.230 -2.067 -3.360 2.96 -0.96 2.87
F -2.614 -3.852 -2.045 0.82 3.44 -0.95
H 4.826 -1.611 -0.571 -1.96 1.75 -0.99
H 1.448 -0.528 -3.496 0.32 0.46 1.93
H 0.624 -0.816 -1.836 1.39 0.78 -0.76
H 1.351 1.629 -1.034 -0.07 -0.44 -2.14
H 1.674 2.014 -2.895 -0.73 -1.04 1.21
H -0.794 0.696 -3.116 0.27 1.41 1.01
H -0.794 2.506 -2.621 0.20 -1.47 0.64
C -0.745 1.093 3.924 -0.41 0.28 -0.29
C 0.280 0.471 2.999 -0.97 0.07 0.60
C 1.564 0.105 3.684 0.18 -0.52 0.37
O 2.518 0.219 2.638 -0.01 0.30 -0.31
C 2.015 1.123 1.749 0.30 0.71 -1.29
O 2.638 1.607 0.843 -0.48 -0.45 1.22
O 0.711 1.410 2.021 1.00 -0.19 -0.09
H -0.429 2.087 4.253 0.17 -0.16 0.02
H -1.694 1.227 3.397 0.10 -0.09 0.05
H -0.924 0.465 4.801 0.07 -0.03 -0.09
H -0.154 -0.390 2.477 0.10 0.05 -0.01
H 1.546 -0.913 4.079 0.15 0.08 -0.14
H 1.843 0.794 4.489 -0.16 0.06 -0.03
```
Positions in Å, forces in eV/Å.

The frontier orbital gap comes out at 0.279 Eh. Its HOMO energy is -0.1756 hartree. The calculation puts the LUMO energy at 2.81 eV. As for the charge: -1.

Results of the Mulliken charge analysis, in e, for atoms 1 through 5: C -0.525; C -0.314; C 0.445; C -0.282; C -0.511

***

DFT (wB97M-V/def2-TZVPD) results for a 3-piece molecular cluster, C11H13F6INO6 overall.

```
38
Properties=species:S:1:pos:R:3:forces:R:3
C 0.475 -1.270 3.045 1.30 -0.58 0.21
C 0.792 0.007 2.156 -1.23 0.22 1.21
I 1.872 -0.675 0.377 -0.03 0.16 0.49
C -0.510 0.852 1.681 0.27 -0.09 -0.98
N -1.776 0.102 1.620 -0.72 1.75 2.70
C -2.637 0.288 2.739 0.30 -1.56 -3.95
F -2.415 -0.644 3.843 -0.08 1.68 -0.27
F -2.741 1.617 3.262 0.20 -1.53 0.37
C -4.140 -0.064 2.222 0.04 0.18 0.66
F -4.141 -0.836 1.040 -0.32 0.93 2.03
F -4.833 -0.785 3.247 0.66 0.84 -1.87
H 1.473 -1.832 3.178 -1.34 0.78 -0.14
H -0.226 -2.018 2.546 0.66 1.41 0.67
H 0.140 -1.018 4.114 0.12 -0.12 -1.77
H 1.457 0.730 2.733 -0.46 -1.16 -0.96
H -0.513 1.813 2.291 -0.16 -1.09 -0.43
H -0.278 1.178 0.601 -0.24 -0.28 1.59
H -4.743 0.891 2.028 0.87 -1.42 0.18
C -3.952 2.167 -1.842 -0.86 -0.15 -0.19
C -2.626 1.512 -1.622 0.45 -0.71 -0.08
O -1.771 2.600 -1.327 -0.72 0.25 0.34
C -2.568 3.539 -0.748 0.67 1.16 0.86
O -2.161 4.478 -0.126 -0.45 -0.73 -0.70
O -3.890 3.277 -0.957 0.51 0.07 0.07
F -2.185 0.912 -2.759 0.10 -0.07 -0.18
H -4.079 2.526 -2.868 0.20 -0.09 -0.01
H -4.787 1.512 -1.593 0.07 0.17 0.17
H -2.608 0.794 -0.793 0.17 -0.04 0.01
C 6.140 -2.533 -3.233 0.74 -0.16 -0.54
C 4.714 -2.864 -2.925 -0.32 -0.44 0.54
O 4.363 -1.906 -1.948 0.37 0.17 -0.72
C 5.139 -0.816 -2.211 -0.29 1.80 0.89
O 4.938 0.277 -1.771 0.34 -1.14 -0.49
O 6.172 -1.125 -3.048 -0.38 -0.05 0.16
F 4.608 -4.099 -2.377 -0.14 -0.13 -0.08
H 6.840 -3.007 -2.539 -0.24 -0.10 0.06
H 6.421 -2.801 -4.252 -0.01 0.22 0.05
H 4.037 -2.780 -3.781 -0.04 -0.16 0.10
```
Positions in Å, forces in eV/Å.

The energy above the lowest of the compared OMol25 structures with the same formula, charge and spin comes out at 30.2 kcal per mole. The frontier orbital gap comes out at 0.224 Eh. Its HOMO energy is -0.1440 hartree. The calculation puts the LUMO energy at 2.18 eV. As for the charge: -1.

Results of the Mulliken charge analysis, in e, for atoms 1 through 5: C -1.135; C -0.074; I -0.065; C -0.595; N -0.587

***

DFT (wB97M-V/def2-TZVPD) results for C11H13FeN3O5P as an isolated structure.

```
34
Properties=species:S:1:pos:R:3:forces:R:3
O 0.234 4.680 -0.918 1.24 -1.38 -1.23
C 0.864 3.967 -1.550 -1.24 1.34 1.24
Fe 0.201 -0.592 0.408 2.21 0.72 0.79
O -2.448 0.401 -0.303 3.52 -1.17 0.82
C -1.376 0.044 -0.013 -5.53 2.25 -0.96
C -0.499 -2.203 0.521 -1.51 -5.93 2.43
O -0.860 -3.195 1.023 0.89 3.29 -2.23
C 1.753 0.226 -0.987 1.30 0.04 -0.45
O 2.915 0.550 -0.875 -2.39 -0.55 0.32
C 0.649 -0.241 -1.617 2.32 0.71 -1.56
O 0.276 -0.349 -2.765 -0.75 -0.21 1.24
H 0.649 -1.154 1.869 0.09 -0.07 -1.67
C -1.519 1.188 4.917 -0.02 0.13 0.02
N -0.804 -0.095 4.941 0.08 0.21 0.67
C 0.576 0.123 5.449 -0.28 0.56 -0.65
N 1.305 1.120 4.607 -0.26 0.14 0.44
C 0.545 2.385 4.561 -0.18 -0.36 -0.07
N -0.854 2.220 4.090 0.40 -0.45 -0.12
C -0.903 1.883 2.665 0.03 -0.18 0.11
P -0.022 0.279 2.406 0.41 0.37 0.92
C -0.854 -0.788 3.666 0.41 0.47 0.18
C 1.594 0.629 3.273 -0.41 -0.39 0.11
H -1.562 1.588 5.952 -0.16 -0.33 -0.63
H -2.530 1.001 4.510 0.36 0.25 0.37
H 1.124 -0.828 5.514 -0.13 0.29 -0.26
H 0.514 0.535 6.468 -0.08 -0.11 -0.39
H 1.069 3.038 3.848 -0.17 0.12 0.49
H 0.505 2.805 5.580 0.12 -0.02 -0.51
H -1.935 1.742 2.328 0.05 0.27 0.03
H -0.394 2.629 2.046 -0.24 0.12 0.14
H -0.289 -1.715 3.753 -0.03 -0.19 -0.08
H -1.871 -1.031 3.337 0.05 0.11 0.25
H 2.209 1.302 2.651 -0.21 -0.05 0.46
H 2.122 -0.322 3.377 0.10 0.00 -0.22
```
Positions in Å, forces in eV/Å.

As for the spin multiplicity: 5. The energy above the lowest of the compared OMol25 structures with the same formula, charge and spin comes out at 0.0 kcal per mole. The frontier orbital gap (alpha / beta) comes out at 0.295 / 0.216 Eh. Its HOMO energy (alpha / beta) is -0.4489 / -0.4492 hartree. The calculation puts the LUMO energy (alpha / beta) at -4.20 / -6.36 eV. As for the charge: +1. As for the expectation value of S²: 6.0704.

Results of the Mulliken charge analysis, in e, for atoms 1 through 5: O -0.162; C 0.163; Fe -0.437; O -0.316; C 0.186

***

DFT (wB97M-V/def2-TZVPD) results for an isolated ion of composition C11H13IN3 and charge +1.

```
28
Properties=species:S:1:pos:R:3:forces:R:3
C 2.103 -2.901 -1.063 -2.51 -2.45 -0.53
N 1.461 -1.712 -0.529 1.28 0.16 1.78
C 0.171 -1.947 -0.034 -2.15 -1.30 1.07
C -0.736 -1.013 0.264 3.30 0.47 -2.54
N -0.513 0.249 -0.191 0.77 -0.40 -0.96
C -1.152 1.294 0.366 -0.84 3.17 0.56
C -1.942 1.098 1.489 0.61 -0.99 -0.11
C -2.638 2.120 2.024 1.29 2.80 -1.50
C -2.425 3.422 1.565 0.60 -0.08 -1.08
C -1.557 3.539 0.478 -1.07 2.03 -0.75
N -0.983 2.519 -0.170 0.12 -0.45 0.35
C 0.339 0.304 -1.371 0.31 0.58 1.33
C 1.655 -0.364 -1.002 -2.30 0.67 -0.81
C 2.130 -0.620 0.328 4.65 -1.20 -2.84
I 4.349 -0.617 0.706 -1.90 -0.17 -0.43
H 2.021 -3.750 -0.343 0.77 1.07 0.15
H 1.255 -3.304 -1.745 2.06 0.85 -0.07
H 3.106 -2.752 -1.440 -0.14 0.10 -0.27
H -0.052 -2.959 0.215 0.15 -0.56 0.07
H -1.651 -1.223 0.632 -2.63 -0.92 1.45
H -1.924 0.173 2.027 -0.26 -0.48 0.03
H -3.242 1.974 2.810 -2.14 -0.69 2.83
H -2.850 4.378 1.892 -0.17 -0.87 0.37
H -1.526 4.632 0.057 0.68 -2.37 0.42
H 0.638 1.288 -1.693 -0.60 0.67 0.26
H -0.243 -0.161 -2.158 0.57 -0.48 -0.50
H 2.361 -0.259 -1.737 1.86 0.00 -1.70
H 1.689 -0.397 1.184 -2.30 0.85 3.43
```
Positions in Å, forces in eV/Å.

The energy above the lowest of the compared OMol25 structures with the same formula, charge and spin comes out at 0.0 kcal per mole. The frontier orbital gap comes out at 0.274 Eh. Its HOMO energy is -0.4212 hartree. The calculation puts the LUMO energy at -4.00 eV. As for the charge: +1.

Results of the Mulliken charge analysis, in e, for atoms 1 through 5: C -0.914; N 0.393; C -1.049; C -0.298; N 0.065

***

DFT (wB97M-V/def2-TZVPD) results for one molecule with the formula C11H13N.

```
25
Properties=species:S:1:pos:R:3:forces:R:3
C -0.991 0.968 -4.329 -1.90 -0.25 0.59
C -0.959 0.027 -3.414 0.49 0.71 -1.45
C -0.767 -1.040 -2.706 0.17 1.25 1.10
C -0.631 -1.095 -1.227 -0.61 -1.93 0.26
N 0.666 -1.719 -0.827 -1.41 0.81 -0.52
C 0.783 -1.690 0.606 -1.56 0.32 0.87
C 0.499 -0.368 1.339 1.18 0.55 0.55
C -0.719 -0.105 1.979 0.67 -1.11 -1.05
C -0.951 1.091 2.616 -0.68 -0.07 0.68
C 0.108 1.972 2.754 0.17 1.16 -0.23
C 1.389 1.736 2.219 -0.83 -0.40 0.18
C 1.564 0.562 1.497 -1.90 0.10 0.22
H -0.193 1.537 -4.692 1.72 0.29 -0.12
H -1.903 1.369 -4.774 -0.25 -0.47 0.42
H -0.603 -1.942 -3.191 0.19 -1.66 -1.08
H -0.794 -0.122 -0.801 -0.09 0.48 0.34
H -1.435 -1.811 -0.853 0.80 0.93 -0.13
H 1.385 -1.141 -1.199 0.76 0.47 -0.57
H 0.015 -2.392 0.970 0.53 -0.13 0.17
H 1.770 -1.999 0.859 0.67 -0.55 0.36
H -1.464 -0.891 1.910 -0.23 0.21 0.07
H -1.972 1.263 3.047 1.25 0.15 -0.40
H -0.111 2.950 3.163 0.18 -0.05 0.38
H 2.219 2.440 2.370 -0.56 -0.28 -0.15
H 2.470 0.430 0.983 1.22 -0.52 -0.49
```
Positions in Å, forces in eV/Å.

The energy above the lowest of the compared OMol25 structures with the same formula, charge and spin comes out at 61.5 kcal per mole. The frontier orbital gap comes out at 0.367 Eh. Its HOMO energy is -0.3349 hartree. The calculation puts the LUMO energy at 0.89 eV.

Results of the Mulliken charge analysis, in e, for atoms 1 through 5: C -0.812; C 0.186; C -0.514; C -0.191; N -0.364

***

DFT (wB97M-V/def2-TZVPD) results for C11H13N2NiS as an isolated structure.

```
28
Properties=species:S:1:pos:R:3:forces:R:3
Ni -0.961 1.763 -0.403 0.38 -0.32 0.22
C 0.557 3.953 0.910 0.40 -1.61 1.89
C 0.757 4.013 -0.469 1.17 0.38 -2.12
C -0.426 3.602 -1.095 -1.28 1.85 -1.17
C -1.476 3.582 -0.043 1.42 -0.77 -1.13
C -0.743 3.494 1.190 -0.65 1.42 1.23
H 1.365 3.989 1.634 -0.19 0.31 -0.01
H 1.662 4.426 -1.051 -1.41 -1.08 1.29
H -0.596 3.674 -2.189 -0.03 0.16 0.99
H -2.488 3.866 -0.178 -0.80 -0.12 -0.09
H -1.244 3.369 2.194 0.91 0.22 -1.29
C -0.080 -2.395 2.483 0.42 0.25 -0.35
C 0.054 -2.109 1.016 -0.82 -0.86 -0.07
C 0.879 -2.773 0.166 1.38 -1.29 0.42
C 0.692 -2.617 -1.207 -0.69 0.48 -1.14
N -0.172 -1.726 -1.721 0.19 0.02 0.29
C -0.897 -1.020 -0.873 -0.35 -0.50 -1.12
S -2.098 0.115 -1.316 -0.35 0.70 -0.57
N -0.861 -1.289 0.426 0.52 0.59 3.19
C 1.417 -3.437 -2.209 0.92 0.36 -0.02
H -0.494 -1.493 2.923 0.16 -0.04 0.62
H 0.912 -2.665 2.891 -0.64 0.29 -0.02
H -0.782 -3.224 2.671 0.27 0.28 -0.26
H 1.643 -3.508 0.549 -1.01 0.95 -0.41
H -1.417 -0.658 1.044 0.28 -1.01 -0.77
H 0.781 -4.155 -2.728 -0.28 0.20 0.07
H 2.136 -4.007 -1.623 0.45 -0.09 -0.60
H 1.881 -2.768 -2.991 -0.36 -0.80 0.92
```
Positions in Å, forces in eV/Å.

As for the spin multiplicity: 3. The frontier orbital gap (alpha / beta) comes out at 0.292 / 0.271 Eh. Its HOMO energy (alpha / beta) is -0.4353 / -0.4583 hartree. The calculation puts the LUMO energy (alpha / beta) at -3.91 / -5.11 eV. As for the charge: +1. As for the expectation value of S²: 2.0358.

Results of the Mulliken charge analysis, in e, for atoms 1 through 5: Ni 0.084; C -0.504; C -0.160; C -0.500; C -0.304

***

DFT (wB97M-V/def2-TZVPD) results for one molecule with the formula C11H13N3S.

```
28
Properties=species:S:1:pos:R:3:forces:R:3
C 3.839 2.324 1.867 -0.08 0.15 -0.04
C 2.957 2.898 0.756 0.16 -0.05 0.16
C 2.517 1.830 -0.174 0.23 0.03 -0.32
N 1.348 1.231 -0.181 -0.13 0.25 0.31
C 1.451 0.321 -1.183 0.70 0.43 0.06
S 0.172 -0.758 -1.624 -0.57 -0.36 0.04
C -1.110 -0.159 -0.434 0.54 0.06 -0.30
C -2.197 -1.174 -0.316 -0.05 -0.08 -0.09
C -2.061 -2.250 0.553 -0.01 0.03 -0.02
C -3.059 -3.201 0.655 0.02 -0.06 0.06
C -4.206 -3.088 -0.113 -0.08 -0.04 -0.02
C -4.348 -2.022 -0.985 -0.11 -0.04 -0.04
C -3.348 -1.072 -1.088 0.08 0.02 0.04
N 2.620 0.330 -1.790 -0.13 -0.54 -0.50
N 3.296 1.296 -1.137 -0.35 0.18 0.38
H 3.292 1.572 2.429 -0.01 -0.08 0.06
H 4.734 1.863 1.454 0.08 -0.05 0.02
H 4.141 3.115 2.549 0.07 0.02 0.10
H 2.068 3.356 1.190 0.03 0.03 -0.12
H 3.510 3.658 0.199 -0.08 0.06 0.04
H -1.477 0.791 -0.818 -0.02 -0.01 0.16
H -0.588 0.000 0.508 -0.15 0.06 -0.04
H -1.164 -2.341 1.149 0.11 0.00 0.06
H -2.943 -4.033 1.334 0.01 -0.06 0.06
H -4.987 -3.831 -0.034 -0.06 -0.05 0.01
H -5.239 -1.932 -1.589 -0.07 0.01 -0.04
H -3.459 -0.243 -1.772 0.00 0.10 -0.06
H 4.240 1.521 -1.406 -0.13 -0.01 0.05
```
Positions in Å, forces in eV/Å.

The energy above the lowest of the compared OMol25 structures with the same formula, charge and spin comes out at 3.5 kcal per mole. The frontier orbital gap comes out at 0.330 Eh. Its HOMO energy is -0.3016 hartree. The calculation puts the LUMO energy at 0.78 eV.

Results of the Mulliken charge analysis, in e, for atoms 1 through 5: C -1.093; C -0.544; C 0.462; N -0.340; C 0.418

***

DFT (wB97M-V/def2-TZVPD) results for an isolated ion of composition C11H13N4 and charge +1.

```
28
Properties=species:S:1:pos:R:3:forces:R:3
C -0.096 2.889 -0.001 -1.54 -1.08 0.57
N -1.244 2.570 0.048 1.19 -0.36 -0.65
C -1.756 1.252 -0.112 1.40 -0.36 0.32
C -3.080 0.832 0.017 2.38 -0.22 0.26
C -4.183 1.742 0.308 -0.94 1.08 -0.25
N -3.278 -0.480 0.004 -0.69 -0.20 0.30
C -2.296 -1.372 -0.106 0.96 1.46 -1.08
C -2.759 -2.769 -0.195 1.05 -3.66 -2.12
N -0.968 -1.032 -0.298 -1.38 0.40 0.86
C -0.705 0.281 -0.217 -0.37 -1.51 -0.83
N 0.620 0.729 -0.245 0.29 1.15 1.30
C 1.709 0.031 -0.079 -0.42 -0.58 -1.57
C 3.009 0.563 0.297 -0.79 -1.94 -0.50
C 3.769 -0.495 1.138 0.85 1.24 -0.99
C 4.234 -0.087 -0.235 1.85 -2.00 0.03
H 0.691 3.585 0.197 0.35 0.01 -0.23
H -4.645 1.297 1.219 -0.04 0.77 -0.59
H -3.866 2.854 0.433 -0.66 -2.11 -0.20
H -4.886 1.600 -0.558 0.27 0.50 0.97
H -1.949 -3.612 -0.033 -1.14 2.09 -0.50
H -3.524 -3.071 0.511 -0.37 0.65 0.04
H -3.200 -2.993 -1.304 1.00 0.74 2.60
H 1.801 -1.077 -0.349 -0.93 1.27 0.65
H 3.179 1.577 0.405 -0.25 1.89 0.92
H 4.284 -0.229 2.036 0.18 0.48 0.22
H 3.451 -1.492 1.109 -1.09 -1.03 0.34
H 5.181 0.480 -0.230 -0.93 0.03 -0.38
H 4.221 -0.945 -0.959 -0.22 1.27 0.50
```
Positions in Å, forces in eV/Å.

The energy above the lowest of the compared OMol25 structures with the same formula, charge and spin comes out at 43.6 kcal per mole. The frontier orbital gap comes out at 0.315 Eh. Its HOMO energy is -0.4840 hartree. The calculation puts the LUMO energy at -4.59 eV. As for the charge: +1.

Results of the Mulliken charge analysis, in e, for atoms 1 through 5: C 0.236; N -0.218; C 0.338; C 0.114; C -1.081

***

Here are the calculated molecular weight numbers, same order: 366.3; 496.1; 354.1; 314.1; 159.2; 264.0; 219.3; 201.3 (Da).
Here are the calculated max |F| numbers, same order: 9.02; 4.26; 6.59; 5.58; 2.04; 3.28; 0.83; 4.36 (eV/A).
Here are the calculated energy numbers, same order: -47763.1154; -49798.7099; -69987.8686; -24178.8955; -13105.4785; -66468.0733; -26923.6987; -17567.7610 (eV).